14
Properties=species:S:1:pos:R:3:lowdin_charge:R:1 method="wB97M-V/def2-TZVPD" gap_ha=0.2682 spin_multiplicity=1 charge=-1 homo_ha=-0.13427
S 0.65075 0.17380 -0.18460 -0.060
H 0.98880 1.12472 -1.05779 -0.409
H -0.91556 0.10683 -3.75832 0.022
H -0.69582 0.62250 -2.36991 -0.064
O -0.83918 0.94088 -3.27788 -0.115
H 1.84597 -1.67661 3.09925 0.027
H 2.11158 -0.87500 4.38494 0.027
O 2.10106 -1.76160 4.02002 -0.069
H -0.98364 3.85277 0.67715 0.013
H -1.09929 2.39607 0.18973 -0.035
O -1.45303 3.03134 0.83074 -0.103
H -0.43322 -3.37426 -0.57434 0.007
H -0.56934 -1.85069 -0.77023 -0.107
O -0.70906 -2.71073 -1.20874 -0.135